Formula: C3H14NO4
Source: the OMol25 dataset
Level of theory: ωB97M-V/def2-TZVPD

Computed properties:
Max |F| (eV/A): 2.976
Highest occupied orbital energy (eV): -4.02
DFT total energy (a.u.): -478.417474
M (g mol⁻¹): 128.148
Frontier orbital gap (Eh): 0.275
Energy relative to the best compared isomer or geometry (same formula, charge and spin) (eV): 1.515
Lowest unoccupied orbital energy (eV): 3.460
Total charge: -1

```
22
Properties=species:S:1:pos:R:3:forces:R:3:lowdin_charge:R:1
O 2.919 1.032 -1.688 -0.44 0.19 0.12 -0.177
O -0.388 3.927 -0.048 -0.40 0.02 0.19 -0.113
O -4.470 -1.326 1.328 -1.17 -0.43 1.76 -0.085
O 0.707 1.360 -0.459 0.41 0.32 0.52 -0.306
N -0.696 -0.472 -0.021 0.61 -0.42 0.83 -0.081
C 0.109 0.673 0.551 -2.40 0.75 -1.60 -0.441
C 1.510 -1.859 0.207 -0.02 -0.40 -1.50 -0.103
C -0.033 -1.804 0.134 -0.80 1.52 -0.74 -0.287
H -0.829 -0.232 -0.999 0.36 -0.05 0.14 0.079
H -0.144 2.974 -0.111 0.41 -0.11 -0.34 -0.020
H -0.685 1.359 0.971 0.57 -0.59 0.47 0.090
H 0.414 4.372 -0.315 0.22 -0.01 -0.07 0.007
H -0.458 -2.379 -0.698 0.44 -0.28 0.18 0.089
H -0.454 -2.211 1.033 -0.08 -0.52 0.59 0.071
H 2.062 -0.921 0.010 -0.60 -0.36 0.08 0.063
H 2.020 1.173 -1.190 0.46 -0.38 0.19 -0.027
H 1.818 -2.575 -0.587 0.19 0.38 0.52 0.065
H 2.750 1.513 -2.499 0.15 0.04 -0.25 -0.017
H -5.009 -1.758 0.652 1.41 0.83 -0.38 0.032
H 1.814 -2.269 1.153 0.29 -0.12 0.47 0.045
H 0.701 0.252 1.363 0.49 0.02 0.26 0.092
H -3.657 -0.828 1.214 -0.10 -0.39 -1.44 0.025
```
Forces are in eV/Å.